# 1
11
Properties=species:S:1:pos:R:3:forces:R:3 method="wB97M-V/def2-TZVPD" homo_energy_ev="-8.00 / -8.00" orbital_gap_ev="8.46 / 8.46" charge=0
C 1.12798 0.11766 -0.19858 -1.204 3.486 -2.993
C -0.12071 0.92687 0.20098 -0.761 -3.818 -1.552
C -1.92962 -0.67340 0.49472 3.815 0.784 -1.984
Br -3.47433 0.09296 -0.06986 -1.499 0.607 -0.561
H 0.75346 -0.70070 -0.70584 -0.708 -2.016 -1.089
H 1.74393 -0.27813 0.55682 1.118 0.309 0.909
H 1.56665 0.72217 -1.16104 -0.019 -1.321 2.770
H -0.21505 1.15525 1.20182 -0.282 1.181 1.736
H -0.51114 1.53716 -0.60992 -0.248 0.041 0.602
H -1.85366 -0.78096 1.51000 -0.061 0.071 2.503
H -1.65208 -1.63112 0.03116 -0.151 0.675 -0.342

***

# 2
58
Properties=species:S:1:pos:R:3:forces:R:3 method="wB97M-V/def2-TZVPD" multiplicity=5 s_squared=6.067 homo_energy_ev="-4.37 / -7.25" orbital_gap_ev="4.80 / 7.08" charge=0
Pd 1.00469 0.26071 -0.05554 -0.353 -0.346 0.002
Si 2.36001 1.45857 -1.43335 0.102 -0.145 -0.984
P 2.41965 -1.40510 0.67941 0.544 0.129 -0.525
N 0.87434 0.72092 1.86594 -0.460 -0.034 0.840
H -1.55053 -0.91793 0.62671 0.020 0.305 -0.216
C 1.78008 -2.86237 1.55614 0.066 -0.274 0.231
H 2.61596 -3.50105 1.88030 -0.227 0.096 -0.033
H 1.13155 -3.44201 0.88943 0.072 0.135 0.128
H 1.20973 -2.54327 2.43436 0.043 -0.042 -0.161
C 3.42519 -2.19310 -0.62411 0.229 -0.268 0.146
H 4.13443 -2.89198 -0.15781 -0.056 0.089 -0.219
H 3.97793 -1.44300 -1.20198 -0.167 -0.111 0.151
H 2.76287 -2.74624 -1.30165 0.143 0.184 0.123
C 3.65805 -0.74558 1.84930 -0.014 -0.224 0.015
H 4.39145 -1.52755 2.08898 -0.088 0.205 0.019
H 3.13459 -0.43275 2.76034 0.136 -0.022 -0.189
H 4.16477 0.12307 1.41392 -0.145 -0.181 0.050
C 2.48191 0.72727 -3.19315 0.115 0.254 -0.059
H 1.49792 0.74523 -3.68389 0.270 -0.035 0.120
H 2.85496 -0.30646 -3.20302 -0.121 0.272 0.057
H 3.17420 1.35884 -3.76617 -0.130 -0.198 -0.093
H 1.78197 2.82810 -1.61786 0.337 0.144 0.033
H 3.77599 1.53164 -0.97173 0.103 0.278 0.083
C 1.00148 1.81554 2.59259 -0.047 0.626 0.214
C 0.38431 2.96152 4.66831 0.160 0.022 -0.302
C 0.17742 1.93380 3.76736 0.416 0.062 -0.044
C 1.91565 2.89172 2.30077 -0.235 -0.384 0.017
C 2.11546 3.89710 3.22799 -0.116 -0.097 0.084
C 1.38343 3.92314 4.42506 -0.159 -0.186 -0.086
H -0.22325 3.01759 5.56566 0.082 0.053 -0.040
H -0.58497 1.16319 3.90154 0.269 0.257 0.092
H 2.44923 2.86360 1.34457 -0.114 -0.018 0.410
H 2.84515 4.67651 3.02725 -0.084 -0.073 0.039
H 1.57854 4.69666 5.16220 -0.064 -0.062 -0.130
C -0.29702 -2.17986 -2.69536 1.118 1.211 0.964
O 0.47541 -1.44848 -2.05848 -1.387 -1.528 -1.204
C -1.73450 -2.36352 -2.29604 -0.149 -0.068 0.125
H -2.14436 -3.27790 -2.73555 -0.010 0.160 0.066
H -2.32193 -1.50733 -2.65439 0.120 -0.114 0.111
H -1.81745 -2.40557 -1.20701 -0.028 0.105 -0.132
C 0.14211 -2.92094 -3.92528 0.378 0.066 -0.128
H 0.07925 -4.00207 -3.74598 -0.056 0.180 -0.052
H 1.16941 -2.65278 -4.18427 -0.169 -0.040 0.038
H -0.52424 -2.67792 -4.76156 0.059 -0.099 0.130
C -5.49465 -0.75955 -0.38125 0.521 -0.285 0.320
N -4.20574 -0.44672 0.25192 -1.662 -2.026 1.251
C -3.31249 0.44681 -0.18703 2.917 0.281 0.219
S -1.66214 0.43758 0.49597 -1.281 -0.043 0.433
N -3.66829 1.43009 -1.03163 -0.449 1.454 -1.808
C -4.92092 2.20398 -0.91819 0.751 0.176 0.101
H -5.67319 -0.14672 -1.27119 0.185 -0.194 0.320
H -6.29038 -0.58970 0.35525 -0.081 -0.026 -0.327
H -5.51548 -1.81459 -0.68487 -0.096 0.190 -0.007
H -3.83679 -1.11680 0.92755 -0.502 0.377 -0.472
H -2.88287 1.94521 -1.43328 -0.553 -0.356 0.165
H -4.67848 3.23805 -0.63739 -0.267 -0.083 -0.004
H -5.42539 2.20373 -1.89543 -0.076 0.045 0.404
H -5.56404 1.76872 -0.14437 0.188 0.205 -0.283

***

# 3
18
Properties=species:S:1:pos:R:3:forces:R:3 method="wB97M-V/def2-TZVPD" multiplicity=2 s_squared=0.756 homo_energy_ev="-13.84 / -12.90" orbital_gap_ev="9.43 / 4.48" charge=+1
S -2.37659 2.06773 -1.63061 0.099 0.313 0.006
S -0.44352 2.38489 -1.00558 -0.841 -1.092 0.000
C 0.14001 0.82022 -0.43012 0.194 -0.906 -0.663
C -0.76740 -0.01938 0.55405 -0.193 1.639 2.374
N -0.28903 -1.30664 0.96053 -0.220 0.954 -1.668
C -0.49156 -2.43120 -0.01452 0.143 0.675 2.272
H -3.00331 1.43900 -0.58797 0.700 0.125 -0.208
H 0.44520 0.09649 -1.19758 -0.478 0.510 -0.732
H 1.08343 1.07227 0.04130 0.080 0.242 0.495
H -1.83989 0.03634 0.32157 0.522 -0.512 -0.214
H -0.61157 0.64223 1.44466 -0.622 -0.558 -0.231
H 0.71329 -1.14646 1.10762 -0.370 -0.779 0.479
H -1.49558 -2.50527 -0.39230 -0.404 0.717 -0.394
H -0.45917 -3.30561 0.64881 0.951 -0.235 -0.854
H 0.26445 -2.24186 -0.76232 0.108 -1.107 -0.610
H 3.09013 0.65154 0.28990 0.391 0.777 -0.074
H 2.98735 2.20024 -0.02216 0.344 -0.092 -0.348
O 3.05375 1.54550 0.67472 -0.405 -0.672 0.369

***

Number 1: F_max 0.092 hartree/bohr. Number 2: F_max 0.057 hartree/bohr. Number 3: F_max 0.056 hartree/bohr.